DFT (ωB97M-V with the def2-TZVPD basis set) results for a single C11H14N2O4 molecule at a distorted geometry.

Last column: Mulliken charge in e.
Cartesian coordinates (Å):
H 1.5646 1.4013 -2.0583  0.25
C -1.3248 -0.1006 1.1328  -0.18
H 1.7732 2.5357 0.1493  0.45
H -3.9569 -0.3934 -1.7284  0.26
O 4.5020 -2.1842 0.2278  -0.54
O 1.1125 1.0734 2.2560  -0.67
C 1.1260 1.6609 -0.0457  0.56
H 3.3050 0.1831 -1.1913  0.39
H -0.5919 2.7970 -0.4605  0.38
C -2.3031 0.8311 -0.9712  -0.94
C -0.3419 2.0223 0.2834  -1.29
H -4.7072 -2.1808 -0.7599  0.31
C -1.3095 0.9191 0.1236  0.65
H -2.1828 -1.8231 1.8662  0.37
N 1.3011 0.9396 -1.1657  -0.73
O -4.3963 -2.1557 0.1822  -0.53
C 2.1201 -1.4934 -0.1589  -0.58
H 1.6370 -0.9927 -0.9995  0.43
N 1.7805 -0.5817 0.9645  0.09
C 3.6914 -1.4515 -0.2281  0.63
C -3.2394 -0.2771 -0.9371  -0.39
H -0.4278 2.4818 1.2112  0.53
H 1.8376 -2.5326 0.0707  0.31
H -0.6379 0.1008 1.9924  0.43
C -2.3031 -1.1629 1.0271  -0.73
C 1.3636 0.7315 1.1311  -0.36
H -2.5284 1.5168 -1.6729  0.51
O 4.1023 -0.3305 -0.8632  -0.52
C -3.3751 -1.1934 0.1696  0.47
H 1.9302 -0.7715 1.9478  0.20
H 0.4789 0.4306 -1.4950  0.24

## Properties
**M**: 238.24 Da
**Charge**: 0
**Frontier orbital gap**: 9.3 eV
**E_HOMO**: -8.9 eV
**SMILES string**: N[C@@H](Cc1ccc(O)cc1)C(=O)NCC(=O)O
**LUMO**: 0.4 eV
**Multiplicity**: 1